Entry 1:
ORCA calculation (the ωB97M-V functional and the def2-TZVPD basis) on 8 unconnected molecules or ions with the total composition C28H50Cl4O12S3 in a non-equilibrium geometry.

E_HOMO (eV): -9.48
E_LUMO (eV): -0.01
Frontier orbital gap (eV): 9.47
Energy above the lowest of the compared OMol25 structures with the same formula, charge and spin (kcal per mole): 53.9
Total charge: 0
SMILES string: O=S1(=O)CCCC1.O=S1(=O)CCCC1.O=S1(=O)CCCC1.O=C1CCCO1.O=C1CCCO1.O=C1CCCO1.ClCCCl.ClCCCl
Total energy (a.u.): -5035.0293
Spin multiplicity: 1

```
97
Properties=species:S:1:pos:R:3:mulliken_charge:R:1
C 10.905 26.811 3.893 -0.6749
C 12.361 26.541 3.907 -0.8171
C 13.057 27.543 4.913 -0.8051
S 12.156 29.151 4.529 1.1396
O 13.052 29.915 3.613 -0.6613
O 11.679 29.656 5.807 -0.6049
C 10.648 28.365 3.676 0.2390
H 10.505 26.575 4.879 0.3269
H 10.371 26.193 3.171 0.4541
H 12.760 26.719 2.909 0.3128
H 12.508 25.486 4.141 0.4015
H 14.140 27.655 4.854 0.4253
H 12.840 27.341 5.962 0.3265
H 10.723 28.712 2.645 0.4803
H 9.710 28.690 4.124 -0.5807
C 9.283 39.516 2.931 -0.4417
C 10.076 40.760 2.585 -0.9640
C 11.476 40.226 2.228 -0.7262
S 11.877 38.744 3.188 1.0604
O 12.785 39.106 4.273 -0.6777
O 12.091 37.581 2.323 -0.5622
C 10.136 38.663 3.755 0.4313
H 9.084 39.032 1.975 0.2468
H 8.271 39.713 3.282 0.4056
H 10.166 41.523 3.358 0.3579
H 9.699 41.328 1.735 0.3615
H 12.272 40.969 2.280 0.4187
H 11.368 39.930 1.185 0.3481
H 10.089 38.910 4.815 0.3986
H 9.939 37.593 3.701 -0.6543
C 4.016 30.269 8.237 -0.5847
C 4.015 31.321 9.308 -0.6228
C 5.380 32.057 9.156 -0.5710
S 6.623 30.725 8.666 0.8930
O 7.508 30.475 9.749 -0.6710
O 7.179 31.037 7.322 -0.4745
C 5.308 29.460 8.359 -0.6220
H 3.890 30.618 7.212 0.2862
H 3.218 29.547 8.410 0.3634
H 3.837 30.916 10.304 0.3293
H 3.195 31.990 9.045 0.3222
H 5.864 32.581 9.980 0.4285
H 5.409 32.648 8.241 0.2241
H 5.265 28.760 9.192 0.3689
H 5.657 28.811 7.556 0.2445
O 7.263 34.770 0.300 -0.6477
C 8.446 34.562 0.493 0.4681
O 9.300 35.582 0.579 -0.4001
C 10.630 35.143 0.803 0.1733
C 10.606 33.685 0.377 -0.6305
C 9.170 33.227 0.689 0.4888
H 10.885 35.361 1.840 -0.1449
H 11.248 35.781 0.172 0.3200
H 11.321 33.244 1.071 0.3369
H 11.055 33.604 -0.613 0.2725
H 8.942 33.032 1.737 -0.5960
H 8.629 32.488 0.098 0.4087
O 10.645 35.417 4.474 -0.5770
C 10.304 34.326 4.884 0.0992
O 9.633 33.389 4.122 -0.0335
C 9.199 32.256 4.898 0.8675
C 9.628 32.610 6.345 -0.2068
C 10.573 33.800 6.260 0.1786
H 9.569 31.278 4.592 -0.6655
H 8.115 32.264 4.784 0.0332
H 9.976 31.707 6.847 0.4476
H 8.606 32.762 6.691 -0.2120
H 11.574 33.388 6.390 0.3803
H 10.300 34.615 6.930 -0.3265
O 4.234 37.199 1.832 -0.6464
C 5.096 36.762 2.611 0.3581
O 5.188 35.477 2.962 -0.3670
C 6.339 35.245 3.752 -0.1146
C 7.222 36.515 3.635 0.6368
C 6.245 37.589 3.228 -0.6143
H 6.867 34.380 3.349 0.1044
H 5.989 35.178 4.782 0.2191
H 7.934 36.389 2.819 -0.5822
H 7.820 36.719 4.524 0.4605
H 6.688 38.380 2.623 0.2624
H 5.869 38.090 4.119 0.2848
Cl 5.308 27.540 3.337 -0.1899
C 6.866 27.905 4.112 -0.3253
C 7.144 29.423 4.282 -0.3467
Cl 7.613 30.212 2.667 -0.1244
H 7.631 27.436 3.492 0.2361
H 6.816 27.369 5.059 0.3480
H 7.933 29.610 5.010 0.0174
H 6.350 30.048 4.691 0.4661
Cl 7.040 35.959 7.461 -0.0780
C 7.329 35.290 9.038 -0.3999
C 8.367 36.217 9.831 -0.5346
Cl 9.960 36.232 9.177 -0.1586
H 7.764 34.292 8.990 0.0540
H 6.381 35.224 9.572 0.4326
H 8.380 35.830 10.850 0.3209
H 8.103 37.262 9.997 0.3674
```


Entry 2:
ORCA calculation (the ωB97M-V functional and the def2-TZVPD basis) on 7 unconnected molecules or ions with the total composition C28H50O17S4 in a non-equilibrium geometry.

E_HOMO (eV): -9.20
E_LUMO (eV): -0.02
Frontier orbital gap (eV): 9.19
Energy above the lowest of the compared OMol25 structures with the same formula, charge and spin (kcal per mole): 248.5
Total charge: 0
SMILES string: C[C@H]1COC(=O)O1.C[C@H]1COC(=O)O1.C[C@H]1COC(=O)O1.O=S1(=O)CCCC1.O=S1(=O)CCCC1.O=S1(=O)CCCC1.O=S1(=O)CCCC1
Total energy (a.u.): -3968.2144
Spin multiplicity: 1

```
99
Properties=species:S:1:pos:R:3:mulliken_charge:R:1
C 4.904 -1.594 -4.748 -1.4424
C 4.847 -0.996 -3.286 0.1290
C 4.080 0.401 -3.124 -0.3532
O 2.882 0.046 -2.264 -0.2482
C 3.012 -1.199 -1.852 0.6787
O 2.338 -1.689 -1.005 -0.4589
O 4.081 -1.796 -2.311 -0.3914
H 5.491 -2.596 -4.943 0.2915
H 5.263 -0.878 -5.452 0.4237
H 3.946 -1.670 -5.134 0.4122
H 5.788 -0.974 -3.174 0.4795
H 3.683 0.796 -3.936 0.3936
H 4.641 1.382 -2.543 0.1079
C -8.065 -3.321 2.013 -1.5778
C -7.758 -1.858 1.815 0.2223
C -7.781 -1.077 3.097 -0.4254
O -6.342 -0.713 3.224 -0.3317
C -5.761 -0.972 2.126 0.7192
O -4.567 -0.730 1.945 -0.6565
O -6.340 -1.733 1.377 -0.3248
H -8.096 -3.794 1.163 0.5470
H -9.171 -3.380 2.267 0.3844
H -7.413 -4.008 2.618 0.3091
H -8.394 -1.507 1.239 0.5083
H -8.072 -1.798 3.881 0.2316
H -8.337 -0.224 3.323 0.3624
C -1.801 -3.984 -4.767 -1.5623
C -1.162 -3.882 -3.309 0.4301
C -0.430 -2.540 -3.131 -0.1041
O -1.140 -2.088 -1.983 0.1302
C -2.295 -2.793 -1.756 0.3769
O -3.110 -2.565 -0.850 -0.6683
O -2.314 -3.772 -2.492 -0.3052
H -2.533 -3.373 -5.252 0.3409
H -2.395 -4.826 -4.638 0.4807
H -1.059 -4.190 -5.529 0.4034
H -0.496 -4.755 -3.145 0.2619
H -0.471 -1.871 -4.016 0.1613
H 0.746 -2.703 -3.042 -0.0213
C -1.792 2.322 -4.891 -0.7061
C -1.041 1.823 -3.731 -0.0584
C -1.873 1.326 -2.557 0.2018
S -3.416 0.797 -3.292 1.2473
O -4.444 1.118 -2.475 -0.7021
O -3.128 -0.507 -3.899 -0.6406
C -3.364 1.933 -4.680 -0.9784
H -1.610 1.908 -5.849 0.3531
H -1.881 3.486 -5.008 0.1964
H -0.228 2.714 -3.447 0.2590
H -0.475 0.823 -3.986 -0.0271
H -2.237 2.111 -1.833 0.3407
H -1.481 0.802 -1.721 -0.5950
H -3.934 2.647 -4.271 0.5647
H -3.640 1.431 -5.579 0.4268
C 4.833 3.599 2.116 -0.4209
C 5.403 4.487 1.155 -0.6600
C 4.837 5.888 1.371 -0.6813
S 4.783 6.007 3.176 1.1556
O 3.428 6.348 3.416 -0.6439
O 5.865 6.872 3.583 -0.6739
C 5.031 4.262 3.543 -0.7169
H 5.393 2.755 2.055 0.4448
H 3.820 3.398 1.966 0.0940
H 5.123 3.925 0.281 0.3031
H 6.465 4.432 1.211 0.3382
H 3.721 6.093 1.310 0.3295
H 5.512 6.542 0.931 0.4132
H 4.240 4.081 4.234 0.4151
H 5.998 4.110 4.161 0.3120
C 1.113 -3.765 4.106 -0.6462
C 2.221 -3.342 4.958 -0.5341
C 1.907 -2.087 5.707 -0.7662
S 1.133 -1.210 4.299 1.1885
O 2.074 -0.384 3.546 -0.6128
O -0.154 -0.664 4.556 -0.6953
C 0.736 -2.629 3.227 -1.1418
H 0.214 -3.967 4.770 0.2566
H 1.483 -4.481 3.404 0.3377
H 3.180 -3.237 4.475 0.3043
H 2.594 -4.015 5.872 0.3101
H 2.559 -1.339 6.064 0.4825
H 1.054 -2.128 6.717 0.2406
H 1.316 -2.423 2.548 0.9178
H -0.398 -2.415 3.248 0.3621
C 1.057 1.264 0.103 -0.4644
C 0.016 0.057 0.370 1.2290
C -1.314 0.639 1.019 -0.2815
S -0.930 2.287 1.534 1.3440
O -1.150 2.522 2.961 -0.7655
O -1.519 3.229 0.679 -0.6803
C 0.808 2.264 1.266 -1.6384
H 0.737 1.901 -0.661 0.1509
H 2.036 0.880 -0.004 0.5226
H 0.499 -0.721 1.024 -0.5405
H -0.122 -0.496 -0.601 -0.6479
H -1.745 -0.095 1.673 0.5706
H -2.029 1.062 0.277 0.0209
H 1.287 1.861 2.167 0.2859
H 1.004 3.136 0.980 1.0856
```


Question: Which value of frontier orbital gap does entry 1 give?
Answer: 9.47 eV


Question: What is the total energy in the second record?
Answer: -3968.2144 a.u.


Question: Which value of E_HOMO does entry 2 give?
Answer: -9.20 eV


Question: The highest E_HOMO belongs to which entry?
Answer: C28H50O17S4